(1)
This record from the OMol25 dataset describes a molecular structure, C30H28ClMgN7O4Si in a non-equilibrium geometry. The level of theory is wB97M-V/def2-TZVPD.

```
72
Properties=species:S:1:pos:R:3:forces:R:3
H 0.6540 0.8186 4.1855 0.031 0.016 0.030
H -3.0709 4.2104 0.0134 0.004 0.038 -0.063
C -0.0737 -2.0208 5.4293 -0.058 0.033 0.069
H 0.1710 -3.1763 0.9783 -0.030 -0.038 -0.048
O 0.9182 -1.1195 -0.9805 0.070 -0.400 -0.416
C -3.9638 3.8563 3.2505 -0.007 -0.014 0.035
C 0.6576 3.4994 1.5605 -0.055 -0.003 0.000
C 2.4882 0.5984 -0.8930 0.125 0.101 0.019
O 5.5634 2.0260 -2.3322 0.143 0.174 0.080
C 3.5259 2.4378 -0.2965 -0.024 -0.011 -0.109
H -1.8057 1.9212 -2.7021 0.019 -0.039 -0.075
C 0.9890 4.3449 3.7861 -0.018 -0.010 -0.041
H -2.9597 0.7223 2.4844 -0.004 -0.070 -0.004
C 3.1802 -3.1787 6.4124 0.105 0.089 -0.065
N -0.1067 -2.0030 3.9823 -0.013 0.018 0.008
C -3.7440 4.4586 2.0225 0.078 0.020 -0.010
C 4.4475 -1.2891 4.8774 0.040 -0.035 0.028
N 1.1163 -3.6578 6.7447 -0.450 -0.214 0.157
Si -2.3113 1.2844 -0.3528 -0.248 0.161 -0.007
C 1.9993 -0.6936 -1.4892 -0.242 0.189 0.306
C -3.8050 0.1903 -0.7612 0.041 0.020 -0.022
C -3.2292 3.7182 0.9642 0.014 -0.006 0.010
H -4.6868 0.7886 -0.9947 -0.047 0.056 -0.013
C 2.4518 -2.2566 5.6617 0.130 0.097 -0.071
N -0.0398 -1.2652 1.9229 -0.163 0.225 -0.125
H 0.6121 4.8692 4.6529 -0.017 0.022 0.032
H -3.8553 2.0250 4.3611 -0.008 -0.023 0.054
H -1.3302 3.2190 -1.6239 0.057 0.064 0.001
H 0.0301 3.3586 0.6891 0.000 -0.027 -0.017
H 2.9283 4.0031 4.6407 0.020 0.006 0.055
H 3.7806 2.7761 2.6745 0.026 0.001 -0.043
C -3.6724 2.5075 3.4097 -0.022 0.015 0.010
H 0.0820 -4.1024 3.5744 -0.007 -0.111 0.029
H -1.0942 0.6064 4.3600 -0.025 0.015 0.033
C -0.1353 -0.9094 3.1858 0.004 0.148 0.105
C 4.5782 -3.1652 6.4151 -0.070 0.037 -0.032
H -3.0291 3.0046 -2.0488 -0.083 0.030 -0.010
C 2.2890 3.8584 3.7818 0.019 -0.008 -0.017
H 2.5181 -0.5882 4.2585 -0.035 0.047 -0.030
C -3.1674 1.7789 2.3448 -0.001 0.032 -0.034
C -2.1054 2.4745 -1.8123 0.019 -0.038 0.047
H -0.8396 4.5335 2.6723 -0.155 0.039 0.009
Cl 4.5037 3.8051 -0.0801 0.002 -0.063 -0.038
H -0.1959 -0.9941 5.7852 0.038 -0.148 -0.050
O 2.6600 -1.2148 -2.3808 -0.493 -0.661 -0.033
C 0.0529 -2.6389 1.9020 0.123 -0.169 -0.010
H -0.4283 1.1533 2.8356 0.011 0.022 0.002
N 1.1547 -2.5935 5.9079 0.136 -0.042 0.079
C 0.0124 -3.1109 3.1702 0.054 -0.058 -0.094
C -0.2536 0.4861 3.6782 0.012 0.144 -0.023
H 5.1366 -3.8824 6.9972 0.024 -0.041 0.037
O 4.6233 0.1159 -2.9647 0.822 0.979 0.100
C 0.1735 4.1635 2.6779 0.059 -0.049 -0.009
C 3.6115 1.3853 -1.1962 0.197 0.183 0.099
N 1.7833 1.1238 0.0965 -0.272 0.024 0.076
Mg -0.2033 -0.0468 0.1524 0.425 0.102 0.476
C 1.9514 3.0063 1.5777 -0.045 0.008 -0.024
H -3.5932 -0.4508 -1.6173 0.007 -0.048 -0.064
H 4.9763 -0.5658 4.2727 0.035 0.027 -0.020
H 3.8324 -0.4575 -2.7479 -0.222 -0.188 0.046
C 5.1944 -2.2113 5.6437 -0.045 0.064 -0.051
C 4.6913 1.2056 -2.2133 -0.064 -0.500 -0.473
C 2.7768 3.1779 2.6769 -0.034 -0.034 0.091
H -4.0549 -0.4592 0.0779 -0.026 -0.046 0.067
N 2.4189 2.2583 0.4554 -0.070 -0.282 -0.007
C 3.0723 -1.2882 4.8655 0.033 -0.057 0.047
H -0.8775 -2.6421 5.8311 0.109 0.085 -0.040
N 2.2956 -4.0136 7.0588 -0.021 0.065 -0.068
H -4.3707 4.4276 4.0738 -0.005 0.020 0.034
C -2.9332 2.3603 1.0944 0.017 -0.036 0.007
H -3.9753 5.5068 1.8853 -0.011 0.042 -0.009
H 6.2729 -2.1642 5.6108 0.046 0.012 -0.013
```
Positions in Å, forces in eV/Å.

Summary:
- Electronic energy: -2794.19042 hartree
- Energy relative to the best compared isomer or geometry (same formula, charge and spin): 0.000 eV
- E_HOMO: -0.2904 Eh
- HOMO-LUMO gap: 7.816 eV

=====

(2)
This record from the OMol25 dataset describes a molecular structure, C30H28CsF5N4O3SbSe4 in a non-equilibrium geometry. The level of theory is wB97M-V/def2-TZVPD.

```
76
Properties=species:S:1:pos:R:3:forces:R:3
Sb -5.3404 2.9711 0.0358 -0.611 -1.515 -0.712
C 1.7380 -2.2791 0.1195 0.201 0.060 -0.082
F 0.4346 0.0122 9.1198 -0.049 -0.015 0.013
H 6.1043 4.4978 -2.1163 0.024 -0.009 -0.029
F 2.8164 0.2439 4.2310 0.019 0.033 -0.008
N 0.3220 -2.3502 -0.1239 -0.167 0.003 -0.034
C 0.8781 -0.3394 5.4752 0.317 0.124 0.657
C 3.1758 2.0805 -0.3495 0.306 -0.094 -0.111
Se -2.8800 3.4012 0.2657 -0.062 0.036 -0.111
H -0.6168 1.5866 -1.2683 0.033 0.074 0.070
C 3.7374 -0.7791 -0.3623 -0.118 0.083 -0.123
C -2.5495 -2.4120 -0.4261 -0.298 0.082 0.013
N 3.5491 -0.0375 0.8762 -0.070 -0.094 0.126
H -2.1355 0.1755 -0.9583 -0.111 0.011 0.030
N -0.5241 3.1505 -2.6295 -0.027 0.152 0.159
C -3.5159 -4.8927 -1.4888 -0.293 -0.036 -0.133
C 2.3796 -1.2898 -0.8581 0.129 -0.067 0.173
H 2.9492 4.5631 -3.3287 0.020 -0.012 -0.014
F -0.9108 -0.8618 6.9421 -0.022 0.021 0.089
C 4.2880 2.4908 -1.0159 -0.209 0.004 0.186
H -5.5194 -1.3993 -1.8430 -0.003 0.070 -0.017
C 1.0121 0.0692 7.9069 0.145 0.067 0.013
H 0.6135 4.7748 -3.0245 -0.025 0.007 -0.013
Se -5.7503 3.0630 -2.4063 0.544 0.142 0.628
H 4.3927 -1.6232 -0.1366 0.042 0.003 -0.069
C 2.8828 0.6195 6.5434 0.002 0.015 0.116
H 1.7008 -0.4390 -0.9605 0.007 0.023 -0.043
C -3.7710 -2.4879 -1.2078 0.104 0.027 0.000
O 0.2428 -0.7335 4.4452 0.699 -0.226 1.465
C -4.4519 -1.3390 -1.6556 0.047 -0.063 -0.022
H 3.0124 1.6587 1.8006 0.053 -0.016 -0.020
C -2.0777 1.2548 -2.8177 -0.057 0.026 -0.055
Se -6.6215 4.7162 1.2540 -0.028 0.028 0.145
F 4.1326 1.1022 6.4227 0.021 0.013 -0.025
H -1.3459 3.6516 -2.9364 0.088 0.053 -0.104
H 2.2279 -3.2629 0.0529 0.014 0.021 0.091
C -2.1950 -4.7605 -1.0011 0.061 0.152 0.140
C 1.8531 2.5510 -0.7259 -0.289 -0.029 -0.061
C 0.6099 3.8139 -2.5151 0.113 -0.150 -0.120
H 2.4949 -1.7470 -1.8444 -0.037 -0.015 -0.008
H -1.5498 -5.6359 -1.0187 0.035 0.018 0.014
H 1.8950 -1.8786 1.1256 0.042 -0.114 0.052
O -2.2959 -1.4441 0.3141 -0.655 -0.541 -0.826
Se -6.0368 0.7526 0.9040 0.327 1.097 -0.013
H -1.9615 -0.8629 -2.3396 -0.045 0.002 0.011
H 4.1994 -0.1794 -1.1515 0.029 -0.043 -0.011
H 6.1370 2.9871 -3.0207 0.020 0.014 -0.027
F 2.9643 1.0146 8.8867 -0.027 -0.027 -0.032
H -4.4991 0.5740 -2.2697 0.038 -0.127 0.197
C 3.2578 1.1923 0.8441 -0.056 0.009 0.080
H 5.3041 4.3939 -3.6902 0.031 0.022 0.002
C -4.0185 -6.2293 -1.9731 0.136 0.110 0.080
C 5.5158 3.8493 -2.7705 -0.074 -0.003 0.125
O 0.8599 2.2910 -0.0194 0.019 -0.047 -0.182
C -2.4708 0.0422 -1.9889 0.278 0.066 0.070
C 2.2975 0.5737 7.7970 0.009 -0.002 -0.006
H -5.0474 -6.1505 -2.3220 -0.009 -0.032 -0.004
C 0.3356 -0.3695 6.7905 -0.023 -0.082 -0.348
H 5.2606 2.1390 -0.6840 -0.003 -0.044 0.006
N -3.8925 -0.2058 -1.9934 -0.223 0.205 -0.186
Cs -0.7569 -0.5251 2.2408 -0.198 0.888 -1.051
C -0.2732 -3.4647 -0.1770 0.281 -0.091 -0.072
C 3.0206 3.8642 -2.4999 0.142 -0.030 0.041
H -5.2562 -3.7966 -2.0510 0.008 -0.042 -0.003
H -3.4050 -6.5945 -2.8006 -0.044 -0.060 -0.005
C -4.2708 -3.7550 -1.5950 0.081 -0.034 -0.008
C 4.2387 3.4136 -2.1010 -0.010 0.206 -0.281
H 0.2699 -4.4141 -0.0352 0.015 0.029 -0.065
H 0.1087 1.1921 -2.8088 0.003 0.036 0.002
H -2.8158 2.0448 -2.6574 -0.082 0.039 0.040
H -3.9827 -6.9787 -1.1793 -0.029 -0.019 -0.024
H -2.0751 1.0208 -3.8858 -0.022 0.054 0.007
C -1.6890 -3.5799 -0.5224 -0.103 -0.114 -0.034
C 2.2005 0.1792 5.4302 -0.254 -0.110 -0.105
C 1.8053 3.3824 -1.9242 -0.211 0.009 0.107
C -0.7163 1.7431 -2.3438 0.062 -0.229 0.247
```
Positions in Å, forces in eV/Å.

Summary:
- Electronic energy: -11970.19959 hartree
- Energy relative to the best compared isomer or geometry (same formula, charge and spin): 2.443 eV
- E_HOMO (spin up / spin down): -0.1776 / -0.1776 Eh
- Total charge: -1
- HOMO-LUMO gap (spin up / spin down): 4.440 / 4.337 eV

=====

Q: What is the formula in the first record?
A: C30H28ClMgN7O4Si

=====

Q: Which value of energy relative to the best compared isomer or geometry (same formula, charge and spin) does entry 2 give?
A: 2.443 eV